{"formula": "C8H14N2O5", "method": "ωB97M-V with the def2-TZVPD basis set", "homo_lumo_gap_ev": 9.8, "largest_force_ev_per_a": 3.60, "e_lumo_ev": 0.33, "homo_energy_ev": -9.47, "smiles": "C[C@H](NC(=O)[C@@H](N)CCC(=O)O)C(=O)O", "relative_energy_kcal_mol": 17.98, "species": ["C", "C", "N", "C", "O", "C", "N", "C", "C", "C", "O", "O", "C", "O", "O", "H", "H", "H", "H", "H", "H", "H", "H", "H", "H", "H", "H", "H", "H"], "positions_angstrom": [[2.14754, 0.45726, 2.13328], [1.33515, -0.11907, 0.99658], [0.55894, -1.26078, 1.47587], [-0.70381, -1.66538, 1.17351], [-1.29069, -2.54974, 1.72510], [-1.30324, -0.79436, 0.00385], [-2.26559, -1.56491, -0.77873], [-1.84329, 0.59507, 0.45953], [-2.18743, 1.47395, -0.76676], [-1.00327, 2.03914, -1.50388], [0.13271, 2.01821, -1.07103], [-1.35021, 2.66800, -2.59498], [2.35846, -0.54573, -0.05729], [3.07698, -1.49234, 0.09910], [2.42562, 0.28234, -1.10937], [2.86330, 1.30485, 1.91902], [1.52817, 0.79196, 2.95765], [2.74854, -0.38593, 2.51288], [0.62378, 0.54058, 0.51106], [0.99512, -2.03599, 1.90335], [-0.41964, -0.73775, -0.68827], [-3.01766, -1.87849, -0.11808], [-1.84734, -2.45661, -1.06456], [-1.13613, 1.10293, 1.16184], [-2.79015, 0.36182, 0.93312], [-2.74337, 2.34586, -0.49324], [-2.86410, 0.91161, -1.45412], [-0.41751, 2.95337, -2.90376], [1.66768, 0.90470, -1.08029]], "forces_ev_per_angstrom": [[1.002, 0.485, 0.860], [-0.297, -0.750, -0.578], [-0.194, -0.330, 0.273], [-0.288, 3.255, -1.521], [-0.326, -1.131, 0.305], [1.231, -1.055, -0.453], [-1.354, -0.389, 1.150], [0.430, -0.435, -1.018], [0.041, -1.136, -0.171], [-0.896, -0.965, 1.893], [0.269, -0.013, -0.485], [2.661, 0.863, -1.424], [-0.208, -0.018, 0.213], [0.019, 0.128, -0.348], [-0.126, -0.037, -0.152], [-0.882, -0.977, -0.336], [-0.319, 0.026, 0.056], [-0.035, 0.399, -0.043], [0.297, 0.368, 0.457], [1.337, -0.404, 0.954], [-0.742, 0.607, 0.447], [0.720, 0.383, -0.776], [0.010, 0.532, 0.036], [-0.804, -0.427, -0.519], [-0.101, 0.208, 0.542], [-0.524, 0.627, 0.444], [0.702, 0.341, 0.354], [-2.014, -0.060, -0.068], [0.392, -0.094, -0.093]]}

{"formula": "C34H50AlBrCl4F2LiN3O11S", "method": "ωB97M-V with the def2-TZVPD basis set", "homo_lumo_gap_ev": 1.1, "largest_force_ev_per_a": 9.86, "e_lumo_ev": -3.77, "homo_energy_ev": -4.88, "species": ["C", "C", "C", "C", "C", "C", "C", "C", "C", "O", "C", "C", "N", "C", "O", "C", "C", "O", "C", "C", "C", "C", "C", "C", "C", "C", "C", "C", "C", "S", "O", "O", "Cl", "C", "C", "O", "F", "C", "H", "H", "H", "H", "H", "H", "H", "H", "H", "H", "H", "H", "H", "H", "H", "H", "H", "H", "H", "H", "H", "H", "H", "H", "H", "H", "H", "H", "H", "H", "H", "H", "H", "H", "H", "O", "H", "H", "C", "O", "H", "H", "H", "H", "Al", "C", "Cl", "Cl", "H", "H", "C", "C", "C", "C", "N", "H", "H", "H", "H", "H", "H", "H", "F", "Cl", "Br", "N", "O", "O", "O", "Li"], "positions_angstrom": [[4.03001, 1.53915, -2.48152], [3.79693, 1.38903, -0.86017], [4.68077, 2.13425, 0.31424], [4.37394, 1.91397, 1.94362], [3.16473, 0.89776, 2.49411], [2.96239, 0.72510, 4.10977], [2.42350, -0.74221, 4.59949], [4.44805, 0.92941, 4.85093], [2.27356, 0.16707, 1.31510], [1.14805, -0.71762, 1.65146], [0.00041, 0.01587, 2.20623], [-1.12119, 0.49144, 1.10959], [-0.72900, 0.47680, -0.38377], [-1.89554, 0.15539, -1.33041], [-1.79180, -0.15725, -2.62445], [-3.18092, 0.36948, -0.33546], [-3.51323, 1.99362, -0.43047], [-3.45115, 2.53648, -1.79676], [-2.32306, 3.46132, -1.98393], [-1.97693, 4.78678, -1.08483], [-0.60905, 5.65743, -1.46953], [0.42194, 5.29579, -2.69132], [0.05271, 3.98420, -3.61963], [-1.28963, 3.11017, -3.24056], [-2.59345, -0.24706, 1.06425], [-2.18866, -1.86190, 0.90293], [-3.28481, -2.73179, 0.05801], [-2.79634, -3.25920, -1.41127], [-1.27597, -3.86449, -1.47655], [-0.78820, -4.48010, -3.21887], [-1.86849, -5.37220, -3.87435], [0.59384, -5.19786, -3.02092], [-0.33198, -2.74206, -4.35321], [-3.52563, -0.29455, 2.41121], [-4.36861, 1.07413, 2.72751], [-5.66664, 1.08478, 2.31433], [-3.87850, 2.27299, 3.44670], [2.58219, 0.37703, -0.31531], [3.11115, 2.16080, -2.91686], [3.90725, 0.44796, -2.94005], [5.05642, 2.01869, -2.78803], [5.55399, 2.85676, -0.05651], [5.07464, 2.53733, 2.66170], [2.30957, 1.63537, 4.48517], [2.62077, -1.54832, 3.75583], [1.25601, -0.61951, 4.81606], [2.90725, -1.06839, 5.64046], [5.20800, 0.32127, 4.15963], [4.50418, 0.41596, 5.90476], [4.81834, 2.04060, 4.82557], [-0.51868, -0.71319, 2.98485], [0.35932, 0.95253, 2.85159], [-1.16555, 1.66635, 1.31620], [-0.12311, -0.37103, -0.60061], [-4.08875, -0.13446, -0.87517], [-4.65371, 2.09122, -0.09066], [-2.89579, 2.59079, 0.36773], [-2.66615, 5.06354, -0.18067], [-0.33377, 6.60173, -0.80464], [1.40003, 5.87923, -2.95852], [0.69970, 3.60483, -4.53963], [-1.53439, 2.17345, -3.91028], [-2.21865, -2.28158, 2.02043], [-1.07787, -1.96584, 0.55416], [-3.58160, -3.70207, 0.68680], [-4.32194, -2.16712, -0.11686], [-3.00404, -2.43786, -2.25228], [-3.52285, -4.16242, -1.69833], [-1.14276, -4.75590, -0.70680], [-0.42551, -3.07502, -1.20362], [-4.29261, -1.20800, 2.39155], [-2.79757, -0.47692, 3.33581], [1.97165, -0.16706, -1.16704], [3.06993, 2.92625, 6.54488], [3.82907, 2.71011, 7.10694], [3.40108, 3.62719, 5.96349], [-0.30054, -5.05630, -7.57743], [-0.67560, -3.69149, -7.61108], [0.31178, -5.27813, -8.45455], [0.27849, -5.25383, -6.67208], [-1.19649, -5.68183, -7.59353], [-1.21749, -3.52448, -6.82122], [6.43336, 2.70110, -3.50376], [-7.40264, -1.10193, -0.61706], [-8.17988, -2.36773, 0.34134], [-6.14062, -1.77503, -1.65597], [-8.15584, -0.61555, -1.24174], [-6.95422, -0.36919, 0.05823], [3.98927, -3.15883, -0.24645], [4.03270, -4.58976, 0.28016], [3.45455, -4.72258, 1.69036], [4.25652, -3.86623, 2.65687], [4.92176, -3.15586, 3.45854], [4.59668, -2.48437, 0.36527], [4.38525, -3.11701, -1.26605], [2.96160, -2.77799, -0.26355], [5.07211, -4.94005, 0.26960], [3.46802, -5.23628, -0.40061], [3.49581, -5.76728, 2.01641], [2.40720, -4.40229, 1.70867], [-7.47988, 1.57379, 1.35977], [-8.37988, 2.26884, -0.35112], [-3.47988, 3.37766, 4.92829], [0.12015, 8.84756, -2.19021], [0.20556, 8.83640, -0.95095], [-0.97054, 9.08436, -2.73534], [1.12532, 8.62194, -2.88414], [5.82012, -1.01599, 5.82012]], "forces_ev_per_angstrom": [[-2.632, -1.171, 1.093], [-0.554, -0.890, 4.876], [-2.734, -2.162, 0.444], [-1.868, -1.691, -3.229], [1.352, 0.949, -4.057], [0.994, 0.369, 0.428], [-1.068, 0.390, -0.238], [0.747, -0.626, -1.840], [1.839, 1.643, -1.324], [1.867, 2.659, -0.401], [-1.158, 0.123, 1.192], [-0.666, 2.312, -0.564], [-0.334, -3.209, -1.509], [0.411, -0.026, -2.261], [-0.320, 1.674, 8.084], [0.318, 0.092, -2.592], [-1.726, 0.007, 1.898], [2.780, 1.314, 1.581], [3.937, 2.139, -1.332], [2.375, -1.791, -3.338], [-0.194, -2.361, -1.616], [-3.702, -3.188, 0.399], [-2.989, 0.730, 3.624], [0.828, 2.326, 1.476], [0.649, -1.032, -0.028], [-0.768, 0.005, 1.015], [-0.250, -0.921, 0.088], [-1.004, -0.565, -1.009], [-0.180, 1.256, 1.205], [1.810, -5.705, -0.149], [3.460, 3.972, 2.211], [-4.813, 2.968, -0.642], [-0.696, -1.075, 0.897], [0.544, 0.762, 1.226], [-7.534, -1.529, -3.971], [9.243, 0.009, 3.446], [-1.668, -6.203, -6.688], [2.544, 2.143, 1.925], [2.229, -0.940, 0.810], [0.725, 2.389, 0.791], [-3.048, -1.488, 1.485], [-2.095, -1.639, 1.197], [-1.747, -1.539, -1.586], [1.143, -2.142, -0.645], [-0.454, 1.677, 1.976], [2.594, -0.596, -0.572], [-0.951, 0.718, -2.291], [-1.270, 1.120, 1.084], [-0.706, 1.543, -1.384], [-0.696, -2.385, 0.484], [1.115, 1.344, -1.743], [-0.702, -1.971, -1.677], [-0.514, -2.592, -0.246], [-0.369, 1.644, 0.551], [1.696, 0.591, 1.509], [2.500, -0.182, -0.742], [-0.950, -0.997, -1.869], [1.589, -0.398, -1.966], [-0.767, -2.020, -1.605], [-2.366, -0.813, 0.873], [-1.518, 1.044, 2.156], [0.432, 2.073, 1.609], [0.239, 0.856, -2.438], [-2.170, 0.059, 0.373], [0.792, 2.087, -1.286], [2.613, -1.125, 0.533], [0.887, -1.648, 1.909], [1.626, 1.924, 0.604], [-0.255, 1.496, -2.107], [-1.873, -1.623, -0.892], [1.552, 2.245, -0.198], [-1.450, 0.375, -1.938], [1.160, 1.150, 2.257], [0.523, 0.025, -0.032], [-0.356, 0.218, -0.043], [-0.278, -0.010, 0.250], [-0.154, 0.035, 0.175], [-0.247, 0.361, 0.227], [-0.104, 0.138, 0.103], [0.053, -0.277, -0.025], [0.159, -0.231, 0.005], [0.279, -0.036, -0.491], [1.581, 0.904, -0.894], [-0.270, 0.497, 0.224], [-0.004, 0.041, 0.018], [-0.063, 0.011, -0.379], [0.246, -0.248, 0.130], [-0.084, -0.217, -0.072], [-0.018, 0.071, -0.089], [0.244, 0.176, -0.445], [0.744, 0.521, 0.488], [4.305, 4.737, 5.698], [-5.174, -5.430, -6.164], [-0.114, -0.028, 0.004], [-0.114, -0.027, 0.124], [0.145, -0.006, 0.006], [-0.206, -0.060, 0.076], [0.026, 0.001, 0.239], [0.051, 0.247, 0.190], [0.189, 0.111, 0.168], [-2.372, 1.232, -3.582], [1.399, -1.078, 2.876], [1.923, 4.810, 6.448], [-0.610, 0.243, -0.432], [0.133, -0.217, 0.826], [-0.066, -0.011, -0.028], [0.703, -0.283, -0.347], [-0.297, -0.147, -0.587]]}

{"formula": "H5NOSSi", "method": "ωB97M-V with the def2-TZVPD basis set", "homo_lumo_gap_ev": 9.0, "largest_force_ev_per_a": 2.66, "e_lumo_ev": 0.19, "homo_energy_ev": -8.81, "smiles": "N[SiH]=S.O", "relative_energy_kcal_mol": 42.11, "species": ["N", "Si", "S", "H", "H", "H", "O", "H", "H"], "positions_angstrom": [[0.72669, 0.86933, -0.37544], [1.43747, -0.63360, -0.62476], [1.10065, -1.86145, -2.17578], [1.08884, 1.67792, 0.21464], [-0.21669, 1.03359, -0.73420], [2.24120, -1.15174, 0.42702], [-1.95041, 0.36945, 1.04101], [-2.66963, 0.16148, 1.62845], [-1.75812, -0.46498, 0.59908]], "forces_ev_per_angstrom": [[0.426, 1.474, 1.041], [-1.001, -1.068, -2.225], [0.081, 1.125, 1.243], [-0.831, -1.853, -1.028], [0.641, 0.141, 0.052], [0.753, 0.220, 0.922], [0.400, -0.016, -0.371], [-0.468, -0.043, 0.356], [0.000, 0.020, 0.010]]}

Question: What is the formula in the second record?
Answer: C34H50AlBrCl4F2LiN3O11S